Run A
{"formula": "C3H14O3S2", "method": "the ωB97M-V functional and the def2-TZVPD basis", "orbital_gap_ev": 8.387, "homo_energy_ev": -7.875, "smiles": "CCCSS.O.O.O", "elements": ["C", "C", "C", "S", "S", "H", "H", "H", "H", "H", "H", "H", "H", "O", "H", "H", "O", "H", "H", "O", "H", "H"], "coordinates": [[-0.84, 2.82, -0.43], [-0.18, 1.49, -0.42], [0.96, 1.55, 0.71], [2.31, 0.38, 0.40], [3.06, -0.04, 2.36], [-0.28, 3.75, -0.78], [-1.69, 2.97, -1.15], [-1.27, 3.21, 0.50], [0.31, 1.30, -1.39], [-0.81, 0.59, -0.49], [0.55, 1.43, 1.69], [1.25, 2.56, 0.71], [2.04, 0.76, 2.83], [-2.29, -4.59, 0.15], [-3.14, -4.81, -0.27], [-2.02, -5.55, 0.30], [-0.65, -2.26, 1.50], [-1.43, -1.63, 1.42], [-1.02, -3.14, 1.16], [1.32, -0.32, -2.91], [1.79, 0.25, -3.51], [2.03, -0.69, -2.35]], "nbo_charge": [-0.64, -0.44, -0.52, 0.08, -0.14, 0.21, 0.22, 0.21, 0.24, 0.23, 0.21, 0.21, 0.14, -0.94, 0.47, 0.47, -0.96, 0.46, 0.49, -0.94, 0.47, 0.48]}



Run B
{"formula": "C3H14O3S2", "method": "the ωB97M-V functional and the def2-TZVPD basis", "orbital_gap_ev": 3.571, "homo_energy_ev": -8.863, "elements": ["C", "C", "S", "S", "C", "H", "H", "H", "H", "H", "H", "H", "H", "H", "H", "O", "H", "H", "O", "H", "H", "O"], "coordinates": [[-1.11, 0.21, -2.65], [-0.29, -0.90, -1.84], [1.33, -0.44, -1.38], [0.69, -1.57, 1.66], [1.42, 0.03, 2.06], [-0.55, 0.94, -3.22], [-1.92, 0.72, -1.99], [-1.70, -0.37, -3.38], [-0.93, -1.08, -0.97], [-0.19, -1.75, -2.56], [0.80, 0.46, 2.83], [2.46, 0.07, 2.40], [1.32, 0.65, 1.18], [0.63, 1.72, -0.61], [-0.53, 2.33, 0.08], [0.13, 2.54, -0.63], [-2.03, 2.15, 2.05], [-1.92, -0.97, 1.26], [-1.30, 1.85, 1.49], [1.14, -1.53, 0.34], [-1.88, 0.57, 1.01], [-2.22, -0.34, 0.60]], "nbo_charge": [-0.60, -0.67, 0.42, 0.13, -0.75, 0.23, 0.26, 0.22, 0.35, 0.23, 0.26, 0.22, 0.24, 0.43, 0.51, -0.98, 0.45, 0.46, -1.05, 0.06, 0.49, -0.94]}



Most stable: run A (next structure +5.218 eV)



Run A
{"formula": "C4H4N2O", "method": "the ωB97M-V functional and the def2-TZVPD basis", "orbital_gap_ev": 8.410, "homo_energy_ev": -9.381, "smiles": "[H]/N=C1/NC=CC1=O", "elements": ["H", "N", "C", "N", "C", "C", "C", "O", "H", "H", "H"], "coordinates": [[0.90, 2.41, 0.20], [0.01, 2.20, 0.31], [-0.05, 0.91, -0.15], [-1.22, 0.35, -0.48], [-0.91, -1.10, 0.11], [0.47, -1.33, 0.07], [1.13, -0.08, -0.23], [2.40, 0.09, -0.24], [-2.07, 0.69, -0.63], [-1.65, -1.95, 0.40], [1.00, -2.18, 0.63]], "nbo_charge": [0.33, -0.60, 0.33, -0.59, 0.05, -0.37, 0.45, -0.51, 0.41, 0.25, 0.26]}



Run B
{"formula": "C4H4N2O", "method": "the ωB97M-V functional and the def2-TZVPD basis", "orbital_gap_ev": [7.766, 6.473], "homo_energy_ev": [-7.849, -7.442], "elements": ["C", "C", "C", "C", "N", "N", "O", "H", "H", "H", "H"], "coordinates": [[-0.10, 1.44, -0.18], [0.03, -1.16, 1.29], [0.46, -1.30, 0.01], [-0.07, 0.80, 0.95], [-0.46, 0.66, -1.30], [0.31, -0.69, -1.11], [-0.32, 0.03, 1.89], [0.23, 2.46, -0.43], [0.49, -1.88, 1.95], [-1.56, 0.41, -1.28], [0.99, -0.77, -1.79]], "nbo_charge": [-0.26, -0.12, -0.01, 0.50, -0.51, -0.42, -0.37, 0.24, 0.19, 0.37, 0.39]}



Most stable: run A (next structure +5.539 eV)



Run A
{"formula": "C4H4N2O", "method": "the ωB97M-V functional and the def2-TZVPD basis", "orbital_gap_ev": 8.452, "homo_energy_ev": -9.264, "smiles": "N#C/C=C(/N)C=O", "elements": ["N", "C", "C", "C", "N", "C", "O", "H", "H", "H", "H"], "coordinates": [[-3.18, -0.10, -0.02], [-2.05, -0.43, -0.06], [-0.70, -0.93, -0.04], [0.37, -0.05, -0.08], [1.64, -0.58, -0.08], [0.22, 1.42, -0.11], [-0.81, 2.01, 0.05], [-0.67, -2.02, -0.12], [2.37, 0.12, 0.20], [1.67, -1.42, 0.52], [1.16, 1.99, -0.26]], "nbo_charge": [-0.31, 0.25, -0.35, 0.12, -0.78, 0.37, -0.45, 0.25, 0.38, 0.39, 0.12]}



Run B
{"formula": "C4H4N2O", "method": "the ωB97M-V functional and the def2-TZVPD basis", "orbital_gap_ev": 9.639, "homo_energy_ev": -9.621, "smiles": "N#CC=O.C=C=N", "elements": ["N", "C", "C", "O", "H", "C", "C", "N", "H", "H", "H"], "coordinates": [[1.14, -0.29, 2.01], [0.71, 0.49, 1.28], [0.13, 1.48, 0.23], [0.82, 2.13, -0.51], [-0.86, 1.82, 0.60], [-0.77, -0.15, -1.02], [-0.17, -1.21, -0.51], [0.33, -2.21, -0.08], [-1.82, -0.01, -0.81], [-0.41, 0.25, -1.96], [0.90, -2.30, 0.75]], "nbo_charge": [-0.35, 0.19, 0.32, -0.53, 0.16, -0.70, 0.52, -0.59, 0.26, 0.28, 0.43]}



Most stable: run A (next structure +1.783 eV)



Run A
{"formula": "C4H4N2O", "method": "the ωB97M-V functional and the def2-TZVPD basis", "orbital_gap_ev": 9.757, "homo_energy_ev": -9.286, "smiles": "Oc1cncnc1", "elements": ["O", "C", "C", "N", "C", "N", "C", "H", "H", "H", "H"], "coordinates": [[1.84, 1.18, -0.72], [0.75, 0.40, -0.26], [0.71, -0.45, 0.88], [-0.22, -1.20, 1.04], [-1.32, -1.24, 0.36], [-1.56, -0.30, -0.54], [-0.53, 0.54, -0.68], [1.54, 2.13, -1.03], [1.54, -0.60, 1.72], [-2.14, -1.82, 0.57], [-0.62, 1.36, -1.34]], "nbo_charge": [-0.68, 0.23, 0.08, -0.47, 0.23, -0.41, -0.02, 0.49, 0.19, 0.18, 0.18]}



Run B
{"formula": "C4H4N2O", "method": "the ωB97M-V functional and the def2-TZVPD basis", "orbital_gap_ev": [8.062, 8.061], "homo_energy_ev": [-8.663, -8.662], "elements": ["N", "C", "C", "C", "C", "N", "O", "H", "H", "H", "H"], "coordinates": [[0.92, 0.39, -0.60], [1.45, -0.77, -0.22], [0.24, -1.49, 0.30], [-0.85, -0.72, 0.27], [-0.46, 0.63, -0.25], [-0.59, 1.65, 0.88], [0.36, 1.65, 1.61], [1.52, 1.15, -0.89], [0.28, -2.51, 0.66], [-1.87, -0.97, 0.57], [-1.10, 1.01, -1.06]], "nbo_charge": [-0.57, 0.09, -0.28, -0.18, -0.08, 0.18, -0.24, 0.41, 0.22, 0.23, 0.22]}



Run C
{"formula": "C4H4N2O", "method": "the ωB97M-V functional and the def2-TZVPD basis", "orbital_gap_ev": 10.141, "homo_energy_ev": -9.721, "smiles": "O=c1cc[nH]cn1", "elements": ["O", "C", "C", "C", "N", "C", "N", "H", "H", "H", "H"], "coordinates": [[-1.47, -2.22, 0.04], [-0.92, -1.14, -0.07], [0.42, -0.99, -0.67], [1.11, 0.13, -0.45], [0.54, 1.17, 0.29], [-0.82, 1.07, 0.55], [-1.56, 0.05, 0.36], [0.82, -1.83, -1.24], [2.09, 0.32, -0.89], [1.00, 1.38, 1.16], [-1.24, 2.01, 0.94]], "nbo_charge": [-0.54, 0.60, -0.33, 0.02, -0.62, 0.30, -0.48, 0.24, 0.22, 0.41, 0.18]}



Run D
{"formula": "C4H4N2O", "method": "the ωB97M-V functional and the def2-TZVPD basis", "orbital_gap_ev": [7.870, 7.868], "homo_energy_ev": [-8.445, -8.440], "smiles": "N=C=C/C=C\\N=O", "elements": ["N", "C", "C", "C", "C", "N", "O", "H", "H", "H", "H"], "coordinates": [[2.57, 0.11, 0.11], [1.45, -0.33, -0.08], [0.30, -0.82, -0.43], [-0.98, -0.59, 0.20], [-1.59, 0.58, 0.32], [-1.08, 1.85, -0.06], [-0.31, 1.81, -0.99], [3.25, -0.36, 0.70], [0.35, -1.47, -1.27], [-1.44, -1.48, 0.63], [-2.50, 0.70, 0.87]], "nbo_charge": [-0.62, 0.47, -0.50, -0.11, -0.14, 0.10, -0.28, 0.39, 0.26, 0.22, 0.20]}



Most stable: run C (next structure +1.434 eV)



Run A
{"formula": "C4H4N2O", "method": "the ωB97M-V functional and the def2-TZVPD basis", "orbital_gap_ev": 10.732, "homo_energy_ev": -10.562, "elements": ["C", "C", "C", "C", "N", "N", "O", "H", "H", "H", "H"], "coordinates": [[0.08, 1.39, 1.33], [-0.07, -0.76, -0.03], [0.61, -0.34, -1.31], [-0.39, 0.71, 0.16], [0.42, 1.89, 2.30], [-0.23, -1.85, 0.53], [0.21, 1.02, -1.08], [1.70, -0.46, -1.30], [0.20, -0.75, -2.23], [-1.78, 1.00, 0.21], [-0.75, -1.84, 1.41]], "nbo_charge": [0.23, 0.28, -0.13, -0.03, -0.27, -0.57, -0.49, 0.21, 0.21, 0.21, 0.36]}



Run B
{"formula": "C4H4N2O", "method": "the ωB97M-V functional and the def2-TZVPD basis", "orbital_gap_ev": 9.745, "homo_energy_ev": -9.520, "smiles": "Oc1cnccn1", "elements": ["O", "C", "C", "N", "C", "C", "N", "H", "H", "H", "H"], "coordinates": [[-0.46, -1.85, -1.21], [-0.27, -0.68, -0.60], [-0.84, -0.53, 0.68], [-0.55, 0.48, 1.45], [0.37, 1.35, 1.04], [1.05, 1.36, -0.11], [0.58, 0.32, -1.00], [0.51, -2.16, -1.69], [-1.44, -1.44, 0.72], [0.82, 1.87, 2.17], [1.75, 1.97, -0.72]], "nbo_charge": [-0.67, 0.45, -0.02, -0.39, -0.01, -0.05, -0.46, 0.51, 0.21, 0.19, 0.25]}



Run C
{"formula": "C4H4N2O", "method": "the ωB97M-V functional and the def2-TZVPD basis", "orbital_gap_ev": 8.305, "homo_energy_ev": -8.807, "elements": ["O", "C", "C", "C", "N", "C", "N", "H", "H", "H", "H"], "coordinates": [[0.20, 2.53, 0.16], [0.16, 1.32, 0.14], [-0.77, 0.57, -0.81], [-0.83, -0.94, -0.78], [0.03, -1.43, 0.11], [0.90, -0.70, 0.95], [1.01, 0.57, 1.00], [-1.79, 0.98, -0.73], [-0.52, 0.86, -1.84], [0.09, -2.44, 0.19], [1.52, -1.32, 1.61]], "nbo_charge": [-0.51, 0.65, -0.69, 0.18, -0.62, 0.30, -0.48, 0.29, 0.29, 0.41, 0.19]}



Most stable: run C (next structure +0.791 eV)



Run A
{"formula": "C4H5ClN2", "method": "the ωB97M-V functional and the def2-TZVPD basis", "orbital_gap_ev": 10.445, "homo_energy_ev": -10.145, "smiles": "ClC1(C2CC2)N=N1", "elements": ["Cl", "C", "C", "C", "C", "N", "N", "H", "H", "H", "H", "H"], "coordinates": [[3.32, 1.06, -0.08], [2.29, -0.37, 0.22], [0.84, 0.01, 0.62], [0.08, 0.74, -0.40], [-0.26, -0.67, -0.14], [2.50, -1.53, -0.64], [2.94, -1.62, 0.50], [0.72, 0.24, 1.72], [0.52, 1.03, -1.25], [-0.52, 1.61, 0.02], [-1.14, -1.03, 0.51], [-0.06, -1.63, -0.76]], "nbo_charge": [-0.04, 0.10, -0.28, -0.40, -0.43, -0.05, -0.05, 0.24, 0.22, 0.22, 0.23, 0.24]}



Run B
{"formula": "C4H5ClN2", "method": "the ωB97M-V functional and the def2-TZVPD basis", "orbital_gap_ev": 10.457, "homo_energy_ev": -9.704, "smiles": "C#C[C@H](N)/C=N/Cl", "elements": ["C", "C", "C", "N", "C", "N", "Cl", "H", "H", "H", "H", "H"], "coordinates": [[1.88, -0.86, -1.40], [0.74, -0.83, -1.03], [-0.43, -0.52, -0.16], [-1.43, 0.21, -0.93], [-0.10, 0.11, 1.20], [0.87, 0.87, 1.43], [0.94, 1.84, 2.77], [2.78, -0.87, -1.86], [-0.85, -1.40, 0.17], [-2.36, 0.29, -0.52], [-0.97, 1.07, -1.31], [-1.07, 0.09, 1.63]], "nbo_charge": [-0.20, -0.01, -0.16, -0.82, 0.11, -0.41, 0.14, 0.22, 0.21, 0.38, 0.38, 0.15]}



Run C
{"formula": "C4H5ClN2", "method": "the ωB97M-V functional and the def2-TZVPD basis", "orbital_gap_ev": [8.962, 6.681], "homo_energy_ev": [-9.063, -7.878], "elements": ["C", "C", "C", "C", "N", "N", "Cl", "H", "H", "H", "H", "H"], "coordinates": [[0.82, 1.19, 0.35], [1.00, -1.64, -1.38], [-1.47, 0.44, 0.98], [0.04, 0.35, 1.11], [1.48, 1.82, -0.35], [1.86, -0.86, -1.68], [-0.57, -2.25, -1.67], [-1.90, 0.58, 2.02], [-1.88, -0.58, 0.73], [-1.73, 1.19, 0.28], [0.50, -0.17, 1.91], [1.85, -0.08, -2.29]], "nbo_charge": [0.19, 0.24, -0.65, -0.16, -0.30, -0.63, 0.01, 0.23, 0.24, 0.23, 0.22, 0.39]}



Most stable: run A (next structure +0.823 eV)